P) The following is a DFT calculation (ωB97M-V with the def2-TZVPD basis set) of a cluster of 5 separate species, C8H24ClO8 in total.

Structure (ORCA input):
```
! RIJCOSX wB97M-V def2-TZVPD def2/J DEFGRID3
* xyz -1 1
Cl 9.4069 -3.1848 10.4970
C 12.5358 -3.4483 11.6370
C 13.2982 -3.1967 12.8962
O 12.5089 -2.4342 13.8132
O 11.5913 -4.4819 11.8452
H 13.2513 -3.8514 10.9371
H 12.0877 -2.5616 11.1555
H 14.2076 -2.6802 12.6487
H 13.6130 -4.0654 13.3691
H 11.5938 -2.7843 13.7720
H 10.7262 -4.0609 11.6144
C 8.8450 -1.3870 14.1141
C 9.5898 -1.1787 15.4310
O 10.7362 -0.3967 15.1759
O 9.5591 -2.5414 13.6211
H 8.8457 -0.5103 13.5522
H 7.8107 -1.6150 14.3419
H 9.8241 -2.1530 15.8282
H 9.0219 -0.6434 16.1745
H 11.4199 -1.0068 14.8490
H 9.4390 -2.7967 12.6889
C 9.9499 -4.8248 7.4769
C 10.0431 -4.3726 6.0529
O 11.1747 -4.9493 5.4046
O 11.2081 -4.3902 8.0637
H 9.7818 -5.8696 7.7032
H 9.1580 -4.3246 8.0025
H 10.1112 -3.3111 6.0714
H 9.0869 -4.6003 5.5359
H 11.7704 -5.1861 6.1364
H 10.9926 -3.8909 8.8490
C 6.2373 -2.2505 11.2434
C 4.7850 -2.1874 11.0911
O 4.4361 -2.6204 9.7185
O 6.7890 -1.3166 10.3255
H 6.5785 -3.2351 10.9534
H 6.5490 -1.9483 12.2805
H 4.3355 -1.1620 11.1247
H 4.3429 -2.9883 11.7329
H 5.0592 -2.1828 9.1309
H 7.5797 -1.5984 9.8766
*
```

Results
HOMO energy (hartree): -0.237
Orbital gap (eV): 9.52

Results of the Löwdin charge analysis, in e, for atoms 1 through 5:
1 Cl 0.122
2 C -0.293
3 C -0.234
4 O -0.094
5 O -0.147

Q) The following is a DFT calculation (ωB97M-V with the def2-TZVPD basis set) of a structure of composition C8H24ClO8.

Structure (ORCA input):
```
! RIJCOSX wB97M-V def2-TZVPD def2/J DEFGRID3
* xyz -1 1
Cl 0.2577 -0.6170 0.2320
C -2.1549 1.4252 0.0193
C -2.3265 -0.0181 -0.5372
O -3.5298 -0.3277 -1.0487
O -1.0977 1.6478 0.8230
H -3.0532 1.6691 0.5864
H -2.0358 2.0444 -0.8698
H -2.1098 -0.7263 0.2626
H -1.6733 -0.3314 -1.3515
H -3.7524 0.3419 -1.6997
H -0.4059 1.0211 0.5985
C 1.2192 2.6286 -0.8839
C 0.1217 2.1012 -1.8255
O 0.4243 0.6763 -2.1355
O 1.1285 2.0541 0.5156
H 0.9284 3.6710 -0.7541
H 2.1998 2.4229 -1.3132
H 0.1406 2.7413 -2.7075
H -0.8800 2.2657 -1.4283
H 0.6004 0.1506 -1.3518
H 1.2076 1.1049 0.3956
C 1.6937 -2.5180 -1.6329
C 0.1531 -2.6888 -2.1446
O -0.5412 -3.8689 -1.6533
O 1.8933 -2.4233 -0.1897
H 2.0899 -1.7046 -2.2407
H 2.1941 -3.4363 -1.9404
H 0.1302 -2.5555 -3.2262
H -0.3481 -1.8059 -1.7479
H -0.6947 -3.6739 -0.7260
H 1.3568 -1.6511 0.0039
C 1.2203 -0.4595 3.3988
C 0.3645 0.8130 3.3751
O -0.8442 0.5588 2.6221
O 2.0275 -0.6888 2.2223
H 0.5195 -1.2872 3.5075
H 1.9271 -0.5016 4.2275
H 0.8924 1.6542 2.9258
H 0.0488 0.9718 4.4063
H -0.7091 0.0779 1.8022
H 1.4177 -0.7579 1.4841
*
```

Results
HOMO energy (hartree): -0.189
Orbital gap (eV): 8.29

Results of the Löwdin charge analysis, in e, for atoms 1 through 5:
1 Cl 0.776
2 C -0.266
3 C -0.350
4 O -0.040
5 O -0.159

Computed energies relative to the best structure, in kcal/mol: P) 0.0; Q) 140.2

P) The following is a DFT calculation (ωB97M-V with the def2-TZVPD basis set) of the molecule C4H2O2.

Structure (ORCA input):
```
! RIJCOSX wB97M-V def2-TZVPD def2/J DEFGRID3
* xyz 0 1
O -3.4424 0.2199 0.5177
C -2.2984 0.3621 0.3066
C -1.0784 0.5156 -0.0645
C 0.1898 0.4913 -0.2050
C 1.4666 0.1982 -0.1824
O 1.8675 -1.1105 -0.1669
H 1.0594 -1.6268 -0.0432
H 2.2360 0.9503 -0.1623
*
```

Results
SMILES string: O=C=C=C=CO
HOMO energy (hartree): -0.299
Orbital gap (eV): 7.22

Results of the Löwdin charge analysis, in e, for atoms 1 through 5:
1 O 0.157
2 C -0.194
3 C -0.003
4 C -0.003
5 C -0.192

Q) The following is a DFT calculation (ωB97M-V with the def2-TZVPD basis set) of the molecule C4H2O2.

Structure (ORCA input):
```
! RIJCOSX wB97M-V def2-TZVPD def2/J DEFGRID3
* xyz 0 1
C 2.0228 0.1432 -0.1809
C 3.1681 -0.0024 0.2935
C -1.5680 -0.4354 0.0935
C 0.5892 0.3637 -0.2180
O -2.0818 0.6338 0.1329
O -0.2409 -0.6626 -0.0927
H -2.0656 -1.4076 0.1982
H 0.1762 1.3673 -0.2264
*
```

Results
HOMO energy (hartree): -0.379
Orbital gap (eV): 8.40

Results of the Löwdin charge analysis, in e, for atoms 1 through 5:
1 C -0.177
2 C 0.039
3 C -0.282
4 C -0.049
5 O 0.131

Computed energies relative to the best structure, in kcal/mol: P) 0.0; Q) 40.1

P) The following is a DFT calculation (ωB97M-V with the def2-TZVPD basis set) of the molecule C4H2O2.

Structure (ORCA input):
```
! RIJCOSX wB97M-V def2-TZVPD def2/J DEFGRID3
* xyz 0 1
O 0.8635 -1.9178 -1.9513
C 0.4850 -1.1045 -1.1638
C 0.1107 -1.2586 0.2723
C -0.1901 -0.2368 0.8667
C -0.4759 1.1634 1.0916
O -0.3373 1.9520 0.1828
H 0.3563 -0.0295 -1.3898
H -0.8122 1.4318 2.0916
*
```

Results
SMILES string: O=CC#CC=O
HOMO energy (hartree): -0.393
Orbital gap (eV): 9.46

Results of the Löwdin charge analysis, in e, for atoms 1 through 5:
1 O 0.088
2 C -0.280
3 C 0.074
4 C 0.040
5 C -0.247

Q) The following is a DFT calculation (ωB97M-V with the def2-TZVPD basis set) of the molecule C4H2O2.

Structure (ORCA input):
```
! RIJCOSX wB97M-V def2-TZVPD def2/J DEFGRID3
* xyz 0 1
O 0.8934 -1.4265 -2.3552
C 0.9817 -0.3745 -1.7508
C 0.5293 -0.1555 -0.4140
C -0.1168 0.1443 0.5842
C -1.4430 0.6661 1.4807
O -0.3122 0.2702 1.9742
H 1.4534 0.5173 -2.2133
H -2.1908 0.9290 2.2560
*
```

Results
HOMO energy (spin up / spin down) (hartree): -0.320 / -0.320
Orbital gap (spin up / spin down) (eV): 7.34 / 7.34

Results of the Löwdin charge analysis, in e, for atoms 1 through 5:
1 O 0.014
2 C -0.324
3 C 0.037
4 C -0.203
5 C 0.162

R) The following is a DFT calculation (ωB97M-V with the def2-TZVPD basis set) of the molecule C4H2O2.

Structure (ORCA input):
```
! RIJCOSX wB97M-V def2-TZVPD def2/J DEFGRID3
* xyz 0 1
O 1.9904 -0.4828 -2.0369
C 0.8442 -0.7205 -1.7431
C 0.2323 -0.2626 -0.5028
C -0.2923 0.1147 0.5189
C -0.9170 0.5711 1.7545
O -1.6018 1.5631 1.8118
H 0.1758 -1.3059 -2.3988
H -0.7190 -0.0592 2.6390
*
```

Results
SMILES string: O=CC#CC=O
HOMO energy (hartree): -0.404
Orbital gap (eV): 10.46

Results of the Löwdin charge analysis, in e, for atoms 1 through 5:
1 O 0.074
2 C -0.268
3 C 0.070
4 C 0.071
5 C -0.268

S) The following is a DFT calculation (ωB97M-V with the def2-TZVPD basis set) of a cluster of 2 separate species, C4H2O2 in total.

Structure (ORCA input):
```
! RIJCOSX wB97M-V def2-TZVPD def2/J DEFGRID3
* xyz 0 1
O -2.7737 -0.6389 0.6110
C -1.6404 -0.6062 0.6710
C -0.8697 1.3611 -0.7220
C 0.3375 0.9912 -0.7705
C 1.3472 0.1851 -0.3402
O 1.0990 -0.7740 0.5058
H 0.1021 -0.7606 0.6737
H 2.3980 0.2423 -0.6289
*
```

Results
HOMO energy (hartree): -0.368
Orbital gap (eV): 8.95

Results of the Löwdin charge analysis, in e, for atoms 1 through 5:
1 O 0.114
2 C 0.033
3 C 0.041
4 C -0.203
5 C -0.175

Computed energies relative to the best structure, in kcal/mol: P) 30.0; Q) 104.1; R) 0.0; S) 46.2

P) The following is a DFT calculation (ωB97M-V with the def2-TZVPD basis set) of a cluster of 4 separate species, C5H19N2O4 in total.

Structure (ORCA input):
```
! RIJCOSX wB97M-V def2-TZVPD def2/J DEFGRID3
* xyz 1 1
O -0.2605 2.1680 -1.7395
C -0.8290 1.1669 -1.9949
C -0.1123 -0.0613 -1.2240
C 1.3104 -0.2613 -1.4957
C 1.7027 -1.6226 -1.0609
C 3.1465 -0.8785 0.7723
N 1.9097 -1.6087 0.3906
N -0.3890 0.0613 0.3664
H -1.7638 1.0641 -2.4900
H -0.6749 -0.9775 -1.5623
H 1.8590 0.5878 -1.0495
H 1.6678 -0.0394 -2.5408
H 2.6666 -1.7363 -1.6204
H 1.0064 -2.5543 -1.1507
H 3.0348 0.1447 0.6044
H 3.9439 -1.1668 0.1452
H 3.1008 -0.9750 1.9662
H 1.7244 -2.4704 0.7499
H -0.5918 -0.9390 0.7337
H 0.3651 0.4827 1.0466
H -1.4217 0.4871 0.4207
H -0.4713 2.1642 3.2827
H -0.7374 3.2671 2.2586
O -0.7403 2.2875 2.3686
H -1.4306 -1.3713 3.6945
H -1.7573 -2.4221 2.5915
O -1.6693 -1.4599 2.7657
H -3.7032 1.0991 -0.7884
H -3.2451 -0.2936 -1.5873
O -3.0207 0.3072 -0.8930
*
```

Results
HOMO energy (hartree): -0.450
Orbital gap (eV): 9.44

Results of the Löwdin charge analysis, in e, for atoms 1 through 5:
1 O 0.106
2 C -0.192
3 C -0.229
4 C -0.214
5 C -0.237

Q) The following is a DFT calculation (ωB97M-V with the def2-TZVPD basis set) of a cluster of 4 separate species, C5H19N2O4 in total.

Structure (ORCA input):
```
! RIJCOSX wB97M-V def2-TZVPD def2/J DEFGRID3
* xyz 1 1
O 0.3670 -0.3653 1.6635
C 0.8633 -0.4697 0.5525
N 1.9282 -1.2905 0.3224
C 2.4037 -1.7297 -1.0141
C 0.1787 0.1882 -0.6414
N -1.1034 0.8686 -0.2295
C 0.9333 1.3807 -2.5925
C 1.1525 1.3134 -1.0874
H 2.4166 -1.9134 0.9934
H 3.4242 -2.1939 -1.0833
H 1.7753 -2.4264 -1.4259
H 2.5544 -0.8619 -1.6631
H -0.0056 -0.6314 -1.3941
H -1.5348 1.3971 -1.0045
H -1.0300 1.5770 0.5712
H -1.6902 0.0396 0.0323
H 0.6299 2.3153 -2.8815
H 1.7767 1.2280 -3.2358
H 0.3231 0.5744 -3.1220
H 0.9071 2.2771 -0.5514
H 2.1540 1.1349 -0.7785
H -2.9369 -1.1862 1.4393
H -3.6762 -1.5856 0.1563
O -2.9656 -1.1311 0.4599
H -0.7636 1.1336 2.7203
H -1.7038 2.3525 2.6770
O -1.1442 1.8293 2.0743
H -1.9334 -1.8960 3.3793
H -1.2111 -0.8124 2.6700
O -2.0889 -1.1161 2.9934
*
```

Results
HOMO energy (hartree): -0.503
Orbital gap (eV): 11.21

Results of the Löwdin charge analysis, in e, for atoms 1 through 5:
1 O 0.035
2 C -0.426
3 N 0.059
4 C -0.045
5 C -0.216

Computed energies relative to the best structure, in kcal/mol: P) 56.5; Q) 0.0